# 1
The following is a DFT calculation (the ωB97M-V functional and the def2-TZVPD basis) of 4 unconnected molecules or ions with the total composition C16H40FNO12P3.

Properties
Net charge: +1
Orbital gap: 9.4 eV
Highest occupied orbital energy: -12.35 eV

Each atom is followed by the atoms it is bonded to, with distances in Å.
Element x y z (Å)
1 F 4.36668 -0.88804 0.04100  C2 1.407
2 C 5.13045 0.28856 0.14826  F1 1.407, C3 1.522, H10 1.094, H11 1.092
3 C 4.90807 0.98258 1.48482  C2 1.522, C4 1.546, H12 1.091, H13 1.092
4 C 3.93708 2.18535 1.50855  C3 1.546, C5 1.530, H14 1.092, H15 1.096
5 C 2.89734 2.27383 0.38912  C4 1.530, C6 1.552, C9 1.542, H16 1.089
6 C 1.94477 1.05026 0.32495  C5 1.552, C7 1.472, H17 1.104, H18 1.085
7 C 0.82967 1.44752 1.20031  C6 1.472, N8 1.282, H19 1.084
8 N 0.77726 2.72368 1.31173  C7 1.282, C9 1.480, H20 1.012
9 C 1.91682 3.42678 0.68170  C5 1.542, N8 1.480, H21 1.090, H22 1.091
10 H 4.87548 0.92519 -0.70406  C2 1.094
11 H 6.17840 0.00397 0.03767  C2 1.092
12 H 5.87852 1.34213 1.82933  C3 1.091
13 H 4.60319 0.21982 2.20373  C3 1.092
14 H 4.51101 3.11474 1.49370  C4 1.092
15 H 3.39686 2.17805 2.46238  C4 1.096
16 H 3.35347 2.42077 -0.58879  C5 1.089
17 H 1.46108 1.05174 -0.66788  C6 1.104
18 H 2.35401 0.05254 0.44237  C6 1.085
19 H 0.08447 0.81221 1.66462  C7 1.084
20 H 0.02504 3.19245 1.79973  N8 1.012
21 H 1.59485 4.00829 -0.18242  C9 1.090
22 H 2.32178 4.11770 1.42261  C9 1.091
23 C -3.56605 -1.80877 0.50031  O24 1.453, H31 1.083, H32 1.087, H33 1.089
24 O -3.64127 -0.56997 -0.25614  C23 1.453, P25 1.559
25 P -2.83493 0.66785 0.24080  O24 1.559, O26 1.475, O27 1.580, O29 1.596
26 O -1.48604 0.45953 0.79987  P25 1.475
27 O -3.72875 1.44463 1.28663  P25 1.580, C28 1.442
28 C -5.16256 1.30000 1.32607  O27 1.442, H34 1.088, H35 1.089, H36 1.085
29 O -2.84280 1.55360 -1.08728  P25 1.596, C30 1.437
30 C -2.05376 2.74266 -0.92181  O29 1.437, H37 1.092, H38 1.086, H39 1.087
31 H -4.43071 -2.39594 0.21478  C23 1.083
32 H -2.64961 -2.33554 0.24900  C23 1.087
33 H -3.60269 -1.62455 1.57252  C23 1.089
34 H -5.42755 0.36777 1.82106  C28 1.088
35 H -5.58427 1.32110 0.32247  C28 1.089
36 H -5.53675 2.14073 1.90142  C28 1.085
37 H -2.59499 3.51548 -0.37224  C30 1.092
38 H -1.75618 3.13324 -1.88992  C30 1.086
39 H -1.19163 2.44748 -0.32885  C30 1.087
40 C -6.79786 -4.74624 0.45187  O41 1.435, H48 1.086, H49 1.089, H50 1.091
41 O -7.15738 -4.91607 1.83105  C40 1.435, P42 1.580
42 P -6.02321 -4.82379 2.92790  O41 1.580, O43 1.463, O44 1.584, O46 1.577
43 O -4.94321 -3.86473 2.69314  P42 1.463
44 O -5.44828 -6.28861 3.10786  P42 1.584, C45 1.434
45 C -6.21014 -7.45807 2.77876  O44 1.434, H51 1.089, H52 1.090, H53 1.086
46 O -6.94347 -4.56090 4.18136  P42 1.577, C47 1.438
47 C -6.31866 -4.48627 5.47482  O46 1.438, H54 1.089, H55 1.085, H56 1.090
48 H -7.60513 -5.17820 -0.13197  C40 1.086
49 H -6.70191 -3.68598 0.22419  C40 1.089
50 H -5.86128 -5.25350 0.21763  C40 1.091
51 H -6.20752 -7.61759 1.70153  C45 1.089
52 H -7.23641 -7.37355 3.13473  C45 1.090
53 H -5.71842 -8.29221 3.27055  C45 1.086
54 H -6.08332 -5.48699 5.83451  C47 1.089
55 H -7.03903 -4.01527 6.13610  C47 1.085
56 H -5.41169 -3.88452 5.42596  C47 1.090
57 C 8.04285 3.59150 -3.60743  O58 1.441, H65 1.086, H66 1.087, H67 1.090
58 O 7.10323 3.04040 -4.55005  C57 1.441, P59 1.575
59 P 5.56633 3.12022 -4.21456  O58 1.575, O60 1.461, O61 1.594, O63 1.576
60 O 5.09012 4.27226 -3.45301  P59 1.461
61 O 5.20865 1.77900 -3.43046  P59 1.594, C62 1.431
62 C 5.95045 0.56190 -3.55679  O61 1.431, H68 1.090, H69 1.089, H70 1.088
63 O 5.00091 2.92425 -5.67275  P59 1.576, C64 1.435
64 C 3.57820 2.87148 -5.85554  O63 1.435, H71 1.090, H72 1.085, H73 1.090
65 H 9.00582 3.15008 -3.84471  C57 1.086
66 H 8.08365 4.67216 -3.71929  C57 1.087
67 H 7.76379 3.34756 -2.58218  C57 1.090
68 H 6.87591 0.62727 -2.98472  C62 1.090
69 H 6.18283 0.30987 -4.59077  C62 1.089
70 H 5.31086 -0.20632 -3.12788  C62 1.088
71 H 3.19913 1.89185 -5.56473  C64 1.090
72 H 3.39777 3.03599 -6.91315  C64 1.085
73 H 3.09061 3.65358 -5.27411  C64 1.090

Atom charges from the Mulliken analysis, given in e for atoms 1 to 8: -0.34, 0.14, -0.73, -1.05, 0.42, -0.62, -0.51, 0.06


# 2
The following is a DFT calculation (the ωB97M-V functional and the def2-TZVPD basis) of 3 unconnected molecules or ions with the total composition C16H40NO10P2.

Properties
Net charge: -1
Orbital gap: 1.0 eV
Relative energy (zero: lowest compared OMol25 entry of this formula, charge and spin): 7.4207 eV
Highest occupied orbital energy: -1.43 eV

Each atom is followed by the atoms it is bonded to, with distances in Å.
Element x y z (Å)
1 C -6.03783 -3.06023 1.82999  N2 1.472, H8 1.125, H9 1.129, H10 1.136
2 N -7.02008 -3.28516 2.90360  C1 1.472, C3 1.486, H11 1.017
3 C -6.42280 -3.85013 4.14178  N2 1.486, C4 1.601, H12 1.125, H13 1.138
4 C -6.65364 -5.42358 4.32425  C3 1.601, C5 1.595, H14 1.140
5 C -5.50682 -6.17525 3.50999  C4 1.595, O6 1.477, H15 1.133, H16 1.124
6 O -5.79872 -7.62273 3.50076  C5 1.477, O7 1.389
7 O -6.76688 -7.80046 2.52019  O6 1.389, H17 0.980
8 H -5.13603 -2.51926 2.22908  C1 1.125
9 H -5.66391 -3.99757 1.32318  C1 1.129
10 H -6.52626 -2.43833 1.01410  C1 1.136
11 H -7.83795 -3.80214 2.59021  N2 1.017
12 H -5.32567 -3.61804 4.23357  C3 1.125
13 H -6.92096 -3.37777 5.04925  C3 1.138
14 H -7.66420 -5.72018 3.88843  C4 1.140
15 H -5.58380 -5.85261 2.42697  C5 1.133
16 H -4.47708 -5.96420 3.90682  C5 1.124
17 H -6.33527 -8.05725 1.67924  O7 0.980
18 O -1.41671 -2.21504 2.77071  P19 1.535
19 P -1.08866 -1.50479 1.44967  O18 1.535, O20 1.660, O23 1.664, O26 1.714
20 O 0.05089 -2.60306 0.94869  P19 1.660, C21 1.419
21 C -0.38849 -3.89434 0.55613  O20 1.419, C22 1.518, H29 1.094, H30 1.093
22 C -1.23708 -3.84531 -0.70162  C21 1.518, H31 1.094, H32 1.092, H33 1.091
23 O -0.10012 -0.36530 2.15264  P19 1.664, C24 1.425
24 C -0.56470 0.32836 3.30743  O23 1.425, C25 1.518, H34 1.092, H35 1.094
25 C 0.22048 -0.12521 4.52438  C24 1.518, H36 1.090, H37 1.093, H38 1.094
26 O -0.90780 -0.70143 -0.05364  P19 1.714, C27 1.423
27 C 0.23779 0.03629 -0.46512  O26 1.423, C28 1.516, H39 1.090, H40 1.095
28 C 1.38929 -0.82690 -0.94092  C27 1.516, H41 1.091, H42 1.094, H43 1.092
29 H -0.93746 -4.36781 1.37603  C21 1.094
30 H 0.50647 -4.49311 0.36968  C21 1.093
31 H -2.17575 -3.31316 -0.51846  C22 1.094
32 H -1.47669 -4.85433 -1.04481  C22 1.092
33 H -0.71778 -3.31479 -1.50172  C22 1.091
34 H -1.63595 0.17531 3.45588  C24 1.092
35 H -0.40558 1.39785 3.13959  C24 1.094
36 H 0.18246 -1.20854 4.64099  C25 1.090
37 H -0.16779 0.34117 5.43324  C25 1.093
38 H 1.27464 0.14591 4.41670  C25 1.094
39 H 0.56348 0.75078 0.29058  C27 1.090
40 H -0.09947 0.64232 -1.31300  C27 1.095
41 H 1.89981 -1.30345 -0.10321  C28 1.091
42 H 2.12729 -0.21609 -1.46865  C28 1.094
43 H 1.04067 -1.61408 -1.61218  C28 1.092
44 O 3.92648 2.49316 -2.35910  P45 1.532
45 P 4.56738 3.87578 -2.52057  O44 1.532, O46 1.658, O49 1.662, O52 1.709
46 O 3.17989 4.77766 -2.42587  P45 1.658, C47 1.421
47 C 2.51062 4.85594 -1.17457  O46 1.421, C48 1.518, H55 1.094, H56 1.092
48 C 3.33880 5.58967 -0.13566  C47 1.518, H57 1.095, H58 1.092, H59 1.091
49 O 4.72854 3.76541 -4.17059  P45 1.662, C50 1.427
50 C 5.25652 2.56484 -4.73373  O49 1.427, C51 1.518, H60 1.092, H61 1.094
51 C 4.15642 1.81906 -5.46624  C50 1.518, H62 1.090, H63 1.092, H64 1.093
52 O 5.51149 5.30036 -2.54503  P45 1.709, C53 1.424
53 C 5.57692 6.22904 -3.62250  O52 1.424, C54 1.516, H65 1.089, H66 1.095
54 C 4.39139 7.17035 -3.69522  C53 1.516, H67 1.091, H68 1.093, H69 1.091
55 H 2.25148 3.85173 -0.82565  C47 1.094
56 H 1.57681 5.39615 -1.34534  C47 1.092
57 H 4.24691 5.02818 0.10744  C48 1.095
58 H 2.76696 5.73059 0.78385  C48 1.092
59 H 3.65468 6.56588 -0.50728  C48 1.091
60 H 5.70997 1.93433 -3.96569  C50 1.092
61 H 6.04633 2.84637 -5.43601  C50 1.094
62 H 3.29868 1.63733 -4.81808  C51 1.090
63 H 4.52169 0.86132 -5.84411  C51 1.092
64 H 3.79572 2.41204 -6.31111  C51 1.093
65 H 5.75561 5.74062 -4.57976  C53 1.089
66 H 6.47198 6.82985 -3.43005  C53 1.095
67 H 3.50599 6.66406 -4.08124  C54 1.091
68 H 4.61197 8.00310 -4.36813  C54 1.093
69 H 4.14541 7.57083 -2.71017  C54 1.091

Atom charges from the Mulliken analysis, given in e for atoms 1 to 8: -0.65, -0.42, -0.30, -0.74, 0.10, -0.16, -0.41, 0.20